*P*
This record from the Open Molecules 2025 dataset describes a molecular structure, C39H51Cl5FN4OSSi2V. The level of theory is the ωB97M-V functional and the def2-TZVPD basis.

Summary:
Orbital gap (alpha / beta) (Ha): 0.26320 / 0.29524
Highest occupied orbital energy (alpha / beta) (eV): -7.7 / -7.9
Multiplicity: 3
E_LUMO (alpha / beta) (eV): -0.5 / 0.2
⟨S²⟩: 2.028

The geometry in XYZ format:
```
105
C39H51Cl5FN4OSSi2V the ωB97M-V functional and the def2-TZVPD basis
Cl -3.304 3.452 2.222
H 3.892 -1.701 1.671
N -0.744 1.095 -1.497
H 1.706 -5.178 -3.030
H -0.265 3.062 -3.831
C 2.882 0.012 -1.462
N 2.630 -2.707 0.395
H -3.836 3.106 -2.620
H 2.154 -1.660 2.132
C 1.787 3.075 4.372
C 1.284 4.725 -2.113
N 1.267 -2.719 -1.456
H 2.557 -4.217 2.629
H 1.016 1.030 4.538
H -3.029 3.308 -1.084
C -2.655 0.120 -3.515
C 4.960 -4.557 1.050
N -0.469 0.900 2.424
C -2.489 -1.312 3.102
H -0.086 -3.882 -5.049
H -0.002 0.460 -4.067
C 3.326 -3.458 2.700
H -1.543 2.464 -4.916
H -0.817 -2.725 -1.352
C 1.614 0.410 -1.112
C 2.045 -0.003 -3.694
Si -1.022 -0.269 3.622
H 1.253 -0.948 4.438
Cl -5.777 -1.404 -0.635
H 1.431 -3.220 -4.396
H 3.245 -3.131 3.756
C 1.119 3.874 -1.036
C -5.116 -0.238 0.359
H 0.426 -6.086 -3.670
H 4.821 -4.933 3.136
C 0.296 5.636 -2.366
O -0.191 2.968 0.782
H -1.596 6.449 -1.765
C -5.898 0.621 1.100
Cl -6.310 2.728 2.671
Si -1.974 1.642 -2.600
C 0.481 0.644 -1.978
C -0.789 5.729 -1.536
H 3.382 -2.703 -0.299
C -3.137 1.133 0.900
H 5.893 -5.148 1.091
H -2.262 -0.019 5.691
H -0.944 1.144 5.753
H 2.247 3.141 5.364
H -1.790 3.852 -3.797
H -1.863 -0.649 -3.518
H -3.562 -0.267 -2.987
C 0.458 3.093 2.014
Cl -7.602 0.450 1.203
H 4.042 -0.545 -3.201
C -0.316 -4.495 -2.442
F 1.304 0.643 0.221
H 5.551 -3.420 2.753
H -2.407 1.468 4.811
H -0.361 -5.131 -1.524
C -3.360 2.572 -1.826
H 2.312 5.077 4.006
H -2.592 -2.105 3.909
H 5.028 -3.776 0.288
C 4.704 -4.057 2.470
C 3.088 -0.241 -2.806
H -1.320 -4.472 -2.911
C 0.869 -4.149 -4.648
C -3.977 2.012 1.580
H -4.115 1.917 -1.376
C 1.802 4.222 3.597
H 0.471 -2.217 3.377
H 0.393 6.239 -3.247
C -1.336 2.853 -3.920
C 0.277 -1.476 4.142
H -0.088 -1.922 5.090
H 4.233 -5.336 0.776
H -2.313 -1.796 2.155
C 1.164 4.243 2.372
C 0.355 1.959 2.786
H -3.016 0.207 -4.538
V -1.062 0.983 0.554
C -1.704 0.672 5.099
S 0.064 -2.959 0.962
H -1.753 4.966 0.294
C 0.772 0.396 -3.308
C -0.021 3.899 -0.245
H 2.152 -0.133 -4.781
C -3.753 0.018 0.386
C 1.145 1.932 3.952
H -0.185 -2.411 -3.005
C 2.977 -2.311 1.766
Cl -2.706 -1.202 -0.232
H -3.420 -0.744 2.996
C 1.380 -2.782 -0.109
C 0.724 -5.076 -3.443
C -0.047 -3.043 -2.093
H 2.047 -2.306 -1.977
C -0.965 4.854 -0.438
H 1.152 5.136 1.769
H 1.891 3.180 -0.691
H 3.621 -0.189 -0.661
H 1.383 -4.681 -5.459
H 2.135 4.635 -2.724
C -5.317 1.706 1.758
```


*Q*
This record from the Open Molecules 2025 dataset describes a molecular structure, C39H51Cl5FN4OSSi2V. The level of theory is the ωB97M-V functional and the def2-TZVPD basis.

Summary:
Orbital gap (alpha / beta) (Ha): 0.28181 / 0.30276
Highest occupied orbital energy (alpha / beta) (eV): -7.6 / -7.8
Multiplicity: 3
E_LUMO (alpha / beta) (eV): 0.1 / 0.4
⟨S²⟩: 2.022

The geometry in XYZ format:
```
105
C39H51Cl5FN4OSSi2V the ωB97M-V functional and the def2-TZVPD basis
H 2.613 -1.788 -3.924
C 2.336 -1.035 -1.897
N -0.868 -2.686 -2.641
N -2.595 -3.878 -1.773
H -4.202 -4.996 -1.181
H 5.183 -0.865 0.079
V 0.494 1.337 1.172
H -2.285 -4.509 -5.063
C 2.890 3.529 5.196
H -4.440 -1.459 -0.689
C 1.891 3.422 2.645
H 0.660 5.442 0.674
H 1.367 -0.715 4.949
H 2.821 -1.878 -1.396
C 3.087 3.382 -0.561
C 2.129 -1.076 -3.282
H 0.174 -2.765 -5.085
C 3.850 0.630 2.248
H -0.896 2.561 5.509
H 4.301 -2.409 -0.133
S -0.310 -3.810 -0.330
C 4.509 -1.565 0.516
H 4.589 1.099 1.540
H -2.713 -5.141 -0.164
H 2.369 -3.030 1.899
H 3.291 3.596 6.180
C 2.271 -2.039 2.343
H 1.674 6.982 -1.066
C 1.388 2.486 3.561
C -0.872 -2.975 -5.099
H 4.237 3.774 -2.337
H -6.704 -2.200 -1.343
C -1.529 1.717 5.184
H -1.978 -0.164 2.390
C -3.402 -4.454 -0.683
C -1.477 -2.280 -3.915
H -1.251 -2.582 -6.023
Cl -3.689 5.297 0.253
H -0.778 -4.908 -4.074
C -5.915 -2.943 -1.146
C -3.561 2.961 -1.004
C 1.093 0.951 -1.852
H 1.197 -0.071 -4.985
H 1.196 -1.974 2.542
N 0.586 1.456 3.104
Cl -1.476 -0.439 -0.767
C -4.864 -2.341 -0.204
C 0.916 1.009 -3.208
H -1.932 1.128 6.008
H -4.339 -4.024 1.128
C -3.055 1.715 -1.270
H -5.471 -1.937 0.619
C 3.309 4.478 4.279
H -0.572 -1.192 2.652
C 2.809 4.351 2.979
C -3.024 3.751 0.022
H -2.408 2.119 4.666
C 1.832 0.014 -1.121
Si -0.506 0.564 4.177
C 1.961 5.927 -1.007
H -5.539 -3.235 -2.104
H -1.884 -1.432 3.703
H 4.988 -1.922 1.406
Cl -1.610 4.102 2.160
H 3.576 2.462 -0.307
C -2.040 3.182 0.793
C 1.399 5.119 -0.007
C -1.462 1.951 0.503
H 3.177 5.032 2.176
H 4.395 0.229 3.147
C 3.456 4.164 -1.655
H 3.168 1.389 2.578
C -2.028 1.189 -0.491
C -3.842 -3.421 0.327
C 0.412 -0.424 5.446
Cl -3.775 0.808 -2.525
H -0.872 -6.247 -6.249
H 1.652 1.821 5.583
H -6.424 -3.825 -0.806
C 2.955 5.408 -1.881
C -1.353 -0.661 3.126
H 3.373 5.975 -2.708
O 1.546 3.125 1.326
Cl -4.774 3.571 -2.050
H 4.139 5.148 4.392
H -2.578 -2.357 -3.899
H -2.976 -2.878 0.724
N 1.850 0.129 0.246
C -0.565 -5.150 -6.225
H -3.129 -3.611 -2.564
H 0.525 -5.131 -6.167
H 0.673 0.178 6.329
Si 3.039 -0.733 1.251
H 0.295 1.780 -3.616
C 1.922 2.565 4.856
H 2.884 -1.982 3.249
H -0.866 -4.647 -7.172
H -1.213 -1.246 -4.055
C -1.318 -3.437 -1.626
F 0.569 1.918 -1.012
H 0.079 -2.443 -2.545
C 1.400 -0.075 -3.928
C 2.032 3.878 0.200
C -1.195 -4.433 -5.025
H 0.029 -1.385 5.803
```


Stability, lowest: *Q*